Arrangement a

Below is a cluster of 2 separate species, C4H11N2 in total, with properties calculated with wB97M-V/def2-TZVPD.

Geometry as XYZ:
```
17
Properties=species:S:1:pos:R:3
C -1.376 0.519 -0.917
C -1.483 -0.591 0.097
C -0.423 -1.639 0.117
N 1.113 0.622 1.354
C 1.908 1.045 0.393
N 1.938 0.358 -0.684
H -1.174 1.504 -0.362
H -0.421 0.399 -1.567
H -2.226 0.726 -1.538
H -2.510 -1.007 0.035
H -1.340 -0.105 1.073
H -0.192 -1.832 1.159
H 0.532 -1.151 -0.177
H -0.780 -2.507 -0.414
H 2.568 1.858 0.649
H 1.142 1.351 2.113
H 2.723 0.450 -1.331
```

As for the LUMO energy: -9.957 eV. Its charge is +1. As for the frontier orbital gap: 4.839 eV.

Results of the Mulliken charge analysis, in e, for atoms 1 through 2: number 1, C, carries -0.80; number 2, C, carries -0.25

---

Arrangement b

Below is a cluster of 2 separate species, C4H11N2 in total, with properties calculated with wB97M-V/def2-TZVPD.

Geometry as XYZ:
```
17
Properties=species:S:1:pos:R:3
C -0.255 0.387 -2.015
C 0.104 1.554 -2.547
N -1.161 0.322 -0.895
H 0.143 -0.637 -2.301
H 0.819 1.591 -3.348
H -0.361 2.495 -2.224
H -0.529 0.002 0.118
H -1.573 1.223 -0.720
H -1.849 -0.390 -1.090
C -0.225 -1.197 2.338
C 1.553 -0.297 1.194
N 0.292 -0.496 1.145
H 0.103 -2.259 2.440
H -1.335 -1.224 2.189
H 0.009 -0.648 3.273
H 2.121 0.157 0.349
H 2.144 -0.581 2.094
```

As for the LUMO energy: -3.490 eV. Its charge is +1. As for the frontier orbital gap: 10.702 eV.

Results of the Mulliken charge analysis, in e, for atoms 1 through 2: number 1, C, carries -0.02; number 2, C, carries -0.70

---

Most favorable first, least favorable last: arrangement b, arrangement a

---

Arrangement a

Below is a structure of composition C4H11N2, with properties calculated with wB97M-V/def2-TZVPD.

Geometry as XYZ:
```
17
Properties=species:S:1:pos:R:3
C -0.943 1.422 1.512
C -0.408 0.946 0.176
C 0.666 -0.118 0.235
C 1.258 -0.535 -0.964
N 2.471 -1.300 -0.970
N -2.471 -0.343 -0.090
H -0.185 1.440 2.311
H -1.294 2.472 1.454
H -0.028 1.634 -0.570
H -1.425 0.385 -0.111
H 0.836 -0.575 1.243
H 0.935 0.017 -1.870
H 2.423 -2.310 -0.599
H 3.015 -1.321 -1.798
H -2.521 -1.274 -0.488
H -1.730 0.853 1.982
H -3.459 -0.113 0.114
```

As for the LUMO energy: -7.307 eV. Its charge is +1. As for the frontier orbital gap: 6.162 eV.

Results of the Mulliken charge analysis, in e, for atoms 1 through 2: number 1, C, carries -1.39; number 2, C, carries 0.21

---

Arrangement b

Below is the ion C4H11N2 with charge +1, with properties calculated with wB97M-V/def2-TZVPD.

Geometry as XYZ:
```
17
Properties=species:S:1:pos:R:3
C -1.272 0.758 -0.295
C 1.236 0.090 0.293
C -1.426 1.945 0.564
C -0.179 -1.062 -1.310
N -0.144 -0.002 -0.297
N 1.764 -1.220 0.747
H -2.018 0.504 -1.023
H 1.219 0.792 1.122
H -0.746 2.738 0.245
H -1.189 1.721 1.604
H -2.441 2.328 0.506
H 0.326 -0.714 -2.212
H 0.306 -1.977 -0.977
H -1.202 -1.327 -1.571
H 2.184 -1.737 -0.034
H 1.073 -1.828 1.217
H 2.506 -1.008 1.422
```

As for the LUMO energy: -3.802 eV. Its charge is +1. As for the frontier orbital gap: 8.198 eV.

Results of the Mulliken charge analysis, in e, for atoms 1 through 2: number 1, C, carries 0.31; number 2, C, carries -0.67

---

Arrangement c

Below is a cluster of 2 separate species, C4H11N2 in total, with properties calculated with wB97M-V/def2-TZVPD.

Geometry as XYZ:
```
17
Properties=species:S:1:pos:R:3
C -0.594 -2.695 0.520
C -1.329 -0.190 1.015
C -0.834 -1.363 0.210
C -0.314 -0.811 -1.095
N -0.979 1.027 0.895
N 1.455 1.745 -0.020
H -0.697 -3.036 1.526
H -0.149 -3.432 -0.083
H -1.983 -0.475 1.800
H 0.536 -0.202 -0.782
H -0.859 -0.037 -1.626
H -0.118 -1.570 -1.830
H -0.228 1.364 0.087
H -1.447 1.641 1.457
H 1.693 2.604 -0.563
H 2.284 1.135 -0.135
H 1.514 2.078 0.911
```

As for the LUMO energy: -4.813 eV. Its charge is +1. As for the frontier orbital gap: 9.219 eV.

Results of the Mulliken charge analysis, in e, for atoms 1 through 2: number 1, C, carries -0.84; number 2, C, carries 0.10

---

Most favorable first, least favorable last: arrangement c, arrangement b, arrangement a

---

Arrangement a

Below is the ion C4H11N2 with charge +1, with properties calculated with wB97M-V/def2-TZVPD.

Geometry as XYZ:
```
17
Properties=species:S:1:pos:R:3
C -2.349 0.495 -0.634
C -1.917 -0.560 0.482
C -0.432 -0.309 0.904
N 0.470 -0.217 -0.373
C 1.642 0.414 -0.443
N 2.759 0.113 0.155
H -2.680 0.100 -1.645
H -3.196 1.026 -0.228
H -1.455 1.025 -1.009
H -2.128 -1.554 0.077
H -2.543 -0.511 1.386
H -0.217 -1.176 1.537
H -0.196 0.670 1.264
H 0.136 -0.360 -1.315
H 1.611 1.197 -1.255
H 2.979 0.756 0.958
H 3.420 -0.683 -0.101
```

As for the LUMO energy: -5.866 eV. Its charge is +1. As for the frontier orbital gap: 9.213 eV. As for the SMILES: CCC/[NH+]=C\N.

Results of the Mulliken charge analysis, in e, for atoms 1 through 2: number 1, C, carries -0.97; number 2, C, carries -0.51

---

Arrangement b

Below is the ion C4H11N2 with charge +1, with properties calculated with wB97M-V/def2-TZVPD.

Geometry as XYZ:
```
17
Properties=species:S:1:pos:R:3
C -1.209 0.917 1.655
C -0.752 -0.436 1.101
C 0.012 -0.403 -0.197
N -0.470 0.493 -1.263
C 1.226 -0.889 -0.387
N 1.917 -0.647 -1.619
H -0.552 1.295 2.437
H -1.243 1.729 0.935
H -2.205 0.824 2.082
H -0.087 -0.915 1.812
H -1.598 -1.120 0.978
H 0.308 0.835 -1.834
H -1.221 0.112 -1.842
H -0.896 1.334 -0.858
H 1.672 -1.554 0.344
H 2.370 -1.501 -1.941
H 2.732 -0.074 -1.401
```

As for the LUMO energy: -3.414 eV. Its charge is +1. As for the frontier orbital gap: 10.930 eV. As for the SMILES: CC/C([NH3+])=C/N.

Results of the Mulliken charge analysis, in e, for atoms 1 through 2: number 1, C, carries -1.05; number 2, C, carries -0.45

---

Arrangement c

Below is a cluster of 2 separate species, C4H11N2 in total, with properties calculated with wB97M-V/def2-TZVPD.

Geometry as XYZ:
```
17
Properties=species:S:1:pos:R:3
C 1.224 0.622 -0.140
C 1.787 -0.552 0.652
C 0.252 -0.431 0.385
C -0.642 -0.033 1.598
N -0.231 -1.221 -0.588
N -1.443 0.857 -1.945
H 1.256 0.549 -1.217
H 1.250 1.624 0.260
H 2.248 -0.310 1.604
H 2.264 -1.391 0.162
H -0.802 1.025 1.432
H -0.216 -0.312 2.551
H -2.351 1.199 -1.666
H -0.603 -2.112 -0.225
H -1.384 0.986 -2.944
H -1.022 0.071 -1.455
H -1.587 -0.574 1.538
```

As for the LUMO energy: -8.327 eV. Its charge is +1. As for the frontier orbital gap: 5.382 eV.

Results of the Mulliken charge analysis, in e, for atoms 1 through 2: number 1, C, carries -0.61; number 2, C, carries -0.58

---

Arrangement d

Below is the ion C4H11N2 with charge +1, with properties calculated with wB97M-V/def2-TZVPD.

Geometry as XYZ:
```
17
Properties=species:S:1:pos:R:3
C 2.160 1.114 -0.544
C 0.898 0.467 -1.100
C -0.333 0.921 -0.252
N -0.949 -0.027 0.711
C -1.330 -1.261 0.505
N -1.817 -2.063 1.440
H 2.232 0.979 0.532
H 2.100 2.197 -0.713
H 3.038 0.821 -1.113
H 0.891 -0.631 -1.169
H 0.761 0.758 -2.136
H -1.169 1.166 -0.907
H -0.096 1.782 0.370
H -1.398 0.408 1.509
H -1.336 -1.586 -0.531
H -1.402 -2.163 2.353
H -2.251 -2.882 1.045
```

As for the LUMO energy: -4.135 eV. Its charge is +1. As for the frontier orbital gap: 10.874 eV. As for the SMILES: CCCNC=[NH2+].

Results of the Mulliken charge analysis, in e, for atoms 1 through 2: number 1, C, carries -1.29; number 2, C, carries -0.21

---

Most favorable first, least favorable last: arrangement d, arrangement b, arrangement a, arrangement c

---

Arrangement a

Below is the ion C4H11N2 with charge +1, with properties calculated with wB97M-V/def2-TZVPD.

Geometry as XYZ:
```
17
Properties=species:S:1:pos:R:3
C -0.247 1.739 -1.099
N -0.346 0.539 -0.312
C 0.209 0.671 1.096
C 0.804 -0.708 1.182
C 0.404 -1.084 -0.333
N -0.572 -1.941 -0.358
H -0.143 2.541 -0.430
H 0.545 1.762 -1.839
H -1.111 1.973 -1.660
H -1.342 0.263 -0.226
H -0.561 1.076 1.806
H 1.076 1.365 0.929
H 1.820 -0.854 1.494
H 0.343 -1.415 1.823
H 0.978 -1.216 -1.269
H -0.934 -2.403 0.437
H -0.925 -2.307 -1.240
```

As for the LUMO energy: -2.808 eV. Its charge is +1. As for the frontier orbital gap: 11.811 eV. As for the SMILES: C[N@@H+]1CC[C@H]1N.

Results of the Mulliken charge analysis, in e, for atoms 1 through 2: number 1, C, carries -0.98; number 2, N, carries -0.06

---

Arrangement b

Below is the ion C4H11N2 with charge +1, with properties calculated with wB97M-V/def2-TZVPD.

Geometry as XYZ:
```
17
Properties=species:S:1:pos:R:3
C -0.256 -0.671 -0.992
C -1.403 -0.158 1.060
C 0.839 -0.166 -0.088
C 1.184 1.337 0.045
N 1.792 -0.983 0.387
N -1.591 -0.116 -0.428
H -0.045 -0.337 -2.100
H -0.360 -1.694 -1.013
H -1.946 -0.901 1.503
H -1.835 0.680 1.593
H 0.269 1.723 0.453
H 1.618 1.852 -0.802
H 1.910 1.359 0.842
H 2.569 -0.667 1.100
H 1.748 -2.020 0.307
H -1.756 0.796 -0.619
H -2.304 -0.731 -0.825
```

As for the LUMO energy (spin up / spin down): -4.085 / -4.086 eV. Its charge is +1. As for the frontier orbital gap (spin up / spin down): 7.634 / 7.633 eV.

Results of the Mulliken charge analysis, in e, for atoms 1 through 2: number 1, C, carries -0.63; number 2, C, carries -1.02

---

Most favorable first, least favorable last: arrangement a, arrangement b